Below is one molecule with the formula C28H29N3O6S in a non-equilibrium geometry, with properties calculated with the ωB97M-V functional and the def2-TZVPD basis.

## Properties
- LUMO energy: -0.070 eV
- SMILES: COc1cc(-c2cc(C(=O)Nc3cc(S(=O)(=O)N(C)C)ccc3C)c3ccccc3n2)cc(OC)c1OC
- E_HOMO: -7.82 eV
- Gap between HOMO and LUMO: 7.75 eV
- Energy: -57096.3676 eV

Cartesian coordinates (Å):
1 C -5.959880 -2.261467 2.081272
2 O -4.579493 -2.427391 1.848067
3 C -3.925175 -1.724003 0.881457
4 C -2.585036 -2.088839 0.747214
5 C -1.774766 -1.489759 -0.199148
6 C -0.353931 -1.812739 -0.337456
7 C 0.421846 -2.143643 0.804462
8 C 1.776357 -2.282274 0.674347
9 C 2.686292 -2.347737 1.863881
10 O 2.832904 -3.296374 2.596789
11 N 3.411847 -1.193850 2.028884
12 C 3.242809 -0.031910 1.258773
13 C 1.971294 0.520038 1.138211
14 C 1.745796 1.553571 0.256621
15 S 0.069940 2.185446 0.144720
16 O -0.794289 1.283830 0.841828
17 O -0.226326 2.514500 -1.219333
18 N 0.077592 3.618146 1.004307
19 C 0.288380 3.454481 2.419994
20 C 0.782025 4.713621 0.389671
21 C 2.779986 2.094145 -0.481561
22 C 4.063863 1.611717 -0.283777
23 C 4.319660 0.554208 0.580331
24 C 5.711153 0.037149 0.774743
25 C 2.356751 -2.232545 -0.621526
26 C 3.714725 -2.486427 -0.883290
27 C 4.209242 -2.369569 -2.153797
28 C 3.366339 -1.998721 -3.212072
29 C 2.035509 -1.774436 -2.994817
30 C 1.493378 -1.895505 -1.698148
31 N 0.182387 -1.663188 -1.524872
32 C -2.298105 -0.497548 -1.023900
33 C -3.605062 -0.078346 -0.866675
34 O -4.153431 0.947286 -1.577836
35 C -3.318959 1.669128 -2.458158
36 C -4.449919 -0.707324 0.074471
37 O -5.756244 -0.288887 0.246582
38 C -6.592389 -0.341150 -0.892553
39 H -6.203768 -1.236147 2.363946
40 H -6.187659 -2.935972 2.907495
41 H -6.555019 -2.548389 1.210175
42 H -2.223721 -2.877562 1.387520
43 H -0.047299 -2.180823 1.774909
44 H 4.163341 -1.229638 2.705561
45 H 1.137911 0.134619 1.701448
46 H -0.271488 2.575954 2.729459
47 H 1.349866 3.322594 2.668935
48 H -0.094010 4.329621 2.945442
49 H 0.591967 4.660465 -0.679187
50 H 1.862620 4.670987 0.579008
51 H 0.391744 5.655028 0.777837
52 H 2.577777 2.870050 -1.201415
53 H 4.885068 2.047878 -0.832995
54 H 6.402419 0.532644 0.099308
55 H 6.043329 0.215427 1.798031
56 H 5.752189 -1.034211 0.590447
57 H 4.351643 -2.810957 -0.072172
58 H 5.251778 -2.571944 -2.351367
59 H 3.778282 -1.907401 -4.206449
60 H 1.364269 -1.513414 -3.797391
61 H -1.637864 -0.032349 -1.734059
62 H -3.007877 1.048614 -3.304620
63 H -2.433814 2.060677 -1.950262
64 H -3.930282 2.494499 -2.821583
65 H -7.593817 -0.112320 -0.529758
66 H -6.586004 -1.342007 -1.339396
67 H -6.298621 0.390463 -1.646571

Forces on the atoms, in the same order (eV/Å):
-0.3885 0.0171 0.2007
0.2745 0.1005 -0.1574
0.0199 0.1185 -0.0962
0.1008 0.1106 -0.1386
-0.7747 0.1028 0.0656
0.4741 -0.0837 -0.1216
0.4822 -0.1753 -0.0444
-0.5355 -0.3755 -0.2341
0.0918 0.0670 0.0712
-0.1230 -0.2360 0.0224
0.3801 0.0817 0.3495
-0.1453 0.6724 -0.3095
0.1395 -0.0111 0.2075
-0.6916 0.1240 -0.0043
0.0475 0.3995 0.0919
0.2373 -0.0291 0.3094
0.3811 0.1500 -0.0573
-0.2178 -0.8806 -0.5818
0.0006 -0.1881 0.4104
0.1587 0.2181 -0.3165
0.0961 0.1126 -0.1267
-0.1540 0.0764 0.0110
-0.1511 -0.1576 0.1171
-0.0739 0.0046 -0.0155
-0.4179 0.0541 -0.2166
0.1934 -0.0340 -0.1076
0.1225 -0.0702 0.3001
-0.2274 0.0711 -0.1501
0.1926 -0.0393 -0.1046
0.6512 -0.1535 0.3806
-0.6184 0.0814 -0.0173
-0.1459 0.0299 -0.0286
0.0586 -0.1336 -0.0266
-0.1903 -0.2522 0.4139
0.1663 0.1422 -0.1450
-0.2887 -0.0353 -0.0121
0.6759 0.1105 0.1337
-0.2429 -0.0311 -0.2586
-0.0102 -0.1368 -0.0124
-0.0095 0.0386 -0.0703
0.0226 0.0355 0.0347
0.0554 -0.1059 0.0988
-0.0276 0.0447 0.1334
-0.1365 -0.1247 -0.0312
0.0154 -0.0752 0.1071
0.0242 0.0710 0.2642
-0.0033 0.0283 0.0207
0.0046 -0.0087 -0.0175
0.0948 0.2423 -0.0383
-0.0028 0.0351 0.0103
0.0076 -0.0256 0.0010
0.0410 0.1184 -0.1216
0.0812 0.0258 -0.0666
0.0757 0.0201 -0.0140
0.1066 -0.0173 0.0519
0.0511 -0.0923 0.0064
0.1011 0.0077 0.0461
0.0833 -0.0343 0.0134
-0.0057 0.0131 -0.0896
-0.0850 0.0495 -0.0823
0.0159 0.1076 -0.0971
0.0155 0.0163 0.0316
-0.0914 -0.0399 -0.0468
0.0771 -0.0459 -0.0153
-0.0033 -0.0437 -0.0624
0.0026 0.0254 0.0469
-0.0582 -0.0879 0.0849

Atomic partial charges in e from the Mulliken method, atoms 1 to 4: number 1, C, carries -0.746; number 2, O, carries -0.438; number 3, C, carries 0.152; number 4, C, carries -0.871

Below is an isolated ion of composition C3H4NO and charge +1 in a non-equilibrium geometry, with properties calculated with the ωB97M-V functional and the def2-TZVPD basis.

## Properties
- LUMO energy: -6.681 eV
- E_HOMO: -15.95 eV
- Net charge: +1
- Gap between HOMO and LUMO: 9.27 eV
- Energy: -6701.7203 eV

Cartesian coordinates (Å):
1 C -1.060353 -1.066097 0.723448
2 C 0.738987 0.651700 -0.512509
3 C -0.291725 0.089325 0.290923
4 N 0.760506 1.444937 -1.454098
5 O -0.737258 0.150632 1.471022
6 H -0.557757 -1.968076 1.059112
7 H -2.095805 -1.158321 0.411064
8 H 1.626025 0.129904 -0.065000
9 H 1.617381 1.725995 -1.923961

Forces on the atoms, in the same order (eV/Å):
-0.1889 -0.8888 -1.0705
2.3492 -0.0024 0.2406
-1.8220 -1.2515 0.9435
-1.4102 0.7905 -0.5723
0.6387 1.3775 0.0846
0.0898 0.1753 0.0703
0.0423 0.1643 0.0716
0.0391 0.0920 -0.1563
0.2621 -0.4570 0.3885

Atomic partial charges in e from the Mulliken method, atoms 1 to 4: number 1, C, carries -0.135; number 2, C, carries 0.131; number 3, C, carries 0.385; number 4, N, carries -0.399

Below is a 11-piece molecular cluster, C22H66O11 overall in a non-equilibrium geometry, with properties calculated with the ωB97M-V functional and the def2-TZVPD basis.

## Properties
- LUMO energy: 0.406 eV
- SMILES: CCO.CCO.CCO.CCO.CCO.CCO.CCO.CCO.CCO.CCO.CCO
- E_HOMO: -9.52 eV
- Gap between HOMO and LUMO: 9.92 eV
- Energy: -46403.9440 eV

Cartesian coordinates (Å):
1 C -18.079713 2.525154 -16.510803
2 C -19.417275 2.289200 -17.215782
3 O -19.804597 0.940839 -16.991774
4 H -17.596296 3.462605 -16.796658
5 H -17.422709 1.685676 -16.719920
6 H -18.257781 2.552885 -15.432983
7 H -19.303338 2.455532 -18.295147
8 H -20.170813 3.013207 -16.885394
9 H -20.521612 0.830783 -16.343691
10 C -22.920948 2.361983 -16.776026
11 C -23.231513 3.711089 -17.397317
12 O -23.811105 3.555823 -18.665069
13 H -22.366635 2.393110 -15.841275
14 H -22.349507 1.756600 -17.490788
15 H -23.842610 1.770736 -16.699103
16 H -22.305534 4.301490 -17.455690
17 H -23.920884 4.272576 -16.770278
18 H -23.162054 3.140614 -19.287222
19 C -23.913068 6.594670 -21.655079
20 C -24.021752 5.091425 -21.924801
21 O -23.300887 4.745629 -23.128440
22 H -24.461791 7.134115 -22.422827
23 H -22.863190 6.892659 -21.717850
24 H -24.247832 6.908645 -20.661805
25 H -25.051699 4.852354 -22.204595
26 H -23.728898 4.433792 -21.103276
27 H -22.339513 4.714543 -22.938382
28 C -22.525311 -1.809845 -16.554280
29 C -22.896062 -0.876329 -15.462890
30 O -21.723794 -0.143596 -15.064892
31 H -21.744608 -2.491951 -16.206881
32 H -22.160844 -1.226702 -17.399045
33 H -23.321108 -2.490511 -16.848448
34 H -23.357796 -1.455451 -14.651724
35 H -23.654401 -0.143512 -15.767415
36 H -22.010421 0.436952 -14.349035
37 C -20.459546 4.934186 -19.904285
38 C -19.770241 4.727614 -21.229288
39 O -20.605221 5.227110 -22.322270
40 H -20.716487 5.990075 -19.785641
41 H -19.816391 4.642199 -19.068971
42 H -21.390007 4.373440 -19.784546
43 H -19.547560 3.690614 -21.468310
44 H -18.862179 5.334044 -21.251879
45 H -20.268217 6.085762 -22.582241
46 C -22.091601 -0.150231 -20.587288
47 C -21.246982 1.043208 -20.239347
48 O -21.933243 2.274994 -20.472862
49 H -21.602933 -1.073084 -20.258878
50 H -22.297299 -0.239406 -21.663861
51 H -23.106402 -0.164827 -20.175526
52 H -20.300111 1.045682 -20.780699
53 H -20.998900 1.028357 -19.179441
54 H -21.894168 2.496295 -21.410866
55 C -23.855741 -2.035717 -24.096750
56 C -23.070912 -3.151837 -24.731176
57 O -22.028724 -2.542343 -25.602907
58 H -24.775168 -2.498397 -23.733347
59 H -24.093886 -1.283523 -24.843496
60 H -23.320020 -1.627523 -23.243344
61 H -23.738400 -3.725133 -25.384763
62 H -22.490176 -3.718302 -23.995318
63 H -21.426848 -3.231147 -25.881372
64 C -22.742924 1.562348 -25.077385
65 C -23.997779 1.957752 -24.274787
66 O -24.713198 2.990610 -24.915788
67 H -22.098374 0.958393 -24.419945
68 H -22.115699 2.428676 -25.288455
69 H -23.085382 1.049595 -25.969545
70 H -23.652100 2.248524 -23.271124
71 H -24.612551 1.069272 -24.123195
72 H -24.368936 3.829028 -24.555923
73 C -27.859124 -3.458034 -20.008780
74 C -27.223198 -2.099338 -19.876826
75 O -25.851853 -2.277317 -19.469286
76 H -28.865714 -3.379655 -20.430574
77 H -27.879996 -4.100460 -19.133521
78 H -27.251112 -4.012583 -20.739199
79 H -27.805448 -1.537988 -19.126481
80 H -27.287108 -1.476076 -20.772480
81 H -25.624642 -1.578810 -18.841834
82 C -25.593170 1.630492 -21.019015
83 C -26.497413 2.444287 -20.112702
84 O -26.253733 2.113594 -18.747387
85 H -24.538738 1.921963 -20.999853
86 H -25.878949 1.864394 -22.060355
87 H -25.675522 0.560985 -20.868819
88 H -27.526660 2.152861 -20.337900
89 H -26.409847 3.517210 -20.308323
90 H -25.285267 2.284807 -18.677770
91 C -23.458548 -4.563025 -18.933626
92 C -23.191064 -5.311711 -17.623079
93 O -22.933796 -6.707908 -17.928430
94 H -22.736510 -4.829233 -19.716959
95 H -23.331518 -3.484370 -18.867586
96 H -24.417064 -4.948505 -19.291766
97 H -23.976696 -5.261157 -16.877530
98 H -22.246571 -4.910042 -17.213002
99 H -22.049472 -6.743754 -18.302351

Forces on the atoms, in the same order (eV/Å):
-0.4749 0.1758 0.1871
0.4655 0.0109 0.1699
-0.3409 -0.0254 -0.2711
-0.0654 -0.0543 -0.0835
0.1222 0.0108 -0.0844
0.1354 -0.0263 -0.0115
-0.0332 -0.2464 0.0669
-0.0293 -0.1422 0.1073
0.2451 0.1573 -0.0898
-0.3904 -0.7262 -0.8314
0.7664 -0.0457 0.5768
0.2128 -0.2824 -1.0029
-0.1541 0.1333 0.1135
0.3289 0.2509 0.1112
0.0009 0.3382 0.4784
-0.0869 0.0336 -0.0752
-0.1841 0.0333 -0.1073
-0.3976 0.2483 0.6094
0.5120 -0.3020 0.2314
-0.2243 0.1629 -0.9775
0.4487 -0.0661 0.4060
-0.0422 0.0948 0.0155
-0.0097 -0.0209 -0.0549
-0.2382 -0.2518 -0.1303
-0.0217 -0.0682 0.3840
0.0680 0.2908 0.1199
-0.5362 0.3340 -0.0167
0.5784 -0.4855 -0.3706
-0.7573 0.3683 0.4258
-0.4008 -0.1875 0.3463
0.2370 0.2733 -0.0478
0.0557 -0.2668 -0.2523
-0.3753 0.3894 -0.0940
0.4186 0.2302 0.2892
0.0301 -0.2389 -0.1808
0.2403 -0.0416 -0.0329
-0.3482 0.1100 0.4841
-0.4819 0.8921 -0.5951
0.2490 -0.5372 0.4521
0.1560 0.0058 0.0144
0.0845 0.0561 -0.1128
0.2533 0.0401 -0.3032
0.0814 -0.0641 0.1574
0.2253 -0.3957 0.0725
-0.0864 0.0866 -0.0878
-0.5443 -0.8193 -0.6448
-0.2036 0.0337 0.2992
-0.0731 0.1991 -0.1254
0.0345 0.0783 -0.1022
0.4319 0.0999 0.0630
0.2649 0.3847 0.4718
0.0426 -0.1010 -0.1098
0.0100 0.0387 0.0705
-0.1222 -0.0812 0.0141
-0.0458 -0.6659 0.2108
1.6390 0.9014 -1.3101
-1.0843 0.0223 0.7196
-0.1462 0.3054 0.1347
-0.0033 0.1430 0.0697
-0.0242 0.3112 -0.0941
0.2718 -0.3643 0.3685
-0.7128 -0.3962 -0.0320
0.0909 -0.2515 -0.0511
-0.3022 0.1311 1.0806
1.3147 0.0057 0.0925
-0.2211 0.1380 0.3793
-0.2920 -0.4590 -0.4659
-0.3196 0.1923 -0.3648
0.5477 -0.1284 -0.2313
-0.3211 0.2092 -0.1163
-0.3281 0.1341 -0.2320
0.0060 -0.3672 -0.0867
0.3537 -0.5248 -1.5628
-0.2668 0.3195 1.3851
-0.3956 0.3645 0.0472
0.0608 0.0128 0.1349
0.0271 0.4733 0.4330
-0.2486 -0.0336 0.0158
0.4393 0.0026 0.0609
0.1123 -0.4027 -0.2898
-0.0855 -0.0849 -0.2295
-0.0153 0.9107 -1.3362
-0.1496 -0.9274 0.0810
0.8376 0.2675 -0.2725
-0.0277 -0.0257 0.4765
-0.0322 -0.3027 0.2098
-0.1013 -0.2012 0.1812
-0.0391 0.1321 0.1734
0.1553 0.0212 0.1097
-0.8048 0.1175 0.4373
-0.1087 -0.7732 -0.0273
2.0980 -0.2203 -1.1218
-0.5122 0.4171 0.4746
0.1427 -0.3569 0.3872
-0.7828 0.0677 0.2003
-0.0975 0.8389 -0.1848
-0.1681 -0.0016 -0.1212
-0.4908 0.0191 0.3740
-0.0467 -0.0554 -0.0493

Atomic partial charges in e from the Mulliken method, atoms 1 to 4: number 1, C, carries -1.346; number 2, C, carries 0.443; number 3, O, carries -0.508; number 4, H, carries 0.359